Computed, not measured: a structure of composition C51H72CrN5O2SSi at a distorted geometry, with ωB97M-V with the def2-TZVPD basis set.

Structure (XYZ):
```
133
Properties=species:S:1:pos:R:3:lowdin_spin:R:1
Cr 0.32071 0.15934 0.09507 0.952
C 1.94691 -3.07296 0.24647 0.000
N 1.19611 -2.54606 -0.88333 -0.001
C 1.97631 -2.73326 -2.09693 0.000
C -0.08279 -3.23966 -0.98713 0.000
C -1.07879 -2.54606 -1.91313 0.000
N -1.52599 -1.23306 -1.45623 0.001
C -2.59399 -1.33306 -0.44913 0.000
C -2.39659 -2.17466 0.77767 0.001
C -3.34619 -3.14436 1.04757 0.000
C -3.38769 -3.81576 2.26207 0.000
C -2.48299 -3.39786 3.22617 0.000
C -1.52019 -2.41986 3.01597 -0.001
C -1.38859 -1.84226 1.72007 0.003
O -0.41679 -1.03506 1.37127 0.019
C -0.63489 -1.98876 4.17887 0.000
C 0.76571 -2.56956 3.95997 0.000
C -1.12879 -2.48916 5.54437 0.000
C -0.60389 -0.45646 4.26507 0.001
C -4.44349 -4.88396 2.50737 0.000
C -4.33079 -5.51186 3.89977 0.000
C -4.29679 -6.00366 1.46727 0.000
C -5.83739 -4.25336 2.37127 0.000
C -2.10129 -0.48466 -2.59203 0.000
C -1.29909 0.64454 -3.18743 0.003
C -1.34349 0.86484 -4.55013 -0.001
C -0.80029 2.00844 -5.12323 0.004
C -0.27929 2.96284 -4.25773 -0.001
C -0.20039 2.79534 -2.88343 0.003
C -0.65399 1.56894 -2.33223 0.000
O -0.48479 1.24864 -1.07873 0.027
C 0.26351 3.92994 -1.97793 0.000
C -0.88419 4.23514 -1.00473 0.002
C 0.58421 5.21304 -2.75343 0.000
C 1.53271 3.56054 -1.20173 0.000
C -0.82559 2.19134 -6.63383 0.000
C -2.27619 2.10854 -7.12903 0.000
C 0.01611 1.07934 -7.27623 0.000
C -0.25899 3.54204 -7.07953 0.000
H 2.09031 -4.16386 0.18077 0.000
H 1.41671 -2.84626 1.16957 0.000
H 2.93101 -2.60426 0.28217 0.000
H 2.13361 -3.80256 -2.31583 0.000
H 2.95101 -2.26256 -1.98013 0.000
H 1.48011 -2.26456 -2.94493 0.000
H -0.50939 -3.32096 0.01107 0.000
H 0.06621 -4.26816 -1.36573 0.000
H -1.94369 -3.22326 -2.03583 0.000
H -0.61109 -2.42316 -2.89363 0.000
H -3.51289 -1.70026 -0.94293 0.000
H -2.77549 -0.30646 -0.09763 0.000
H -4.08849 -3.35806 0.29137 0.000
H -2.53849 -3.84066 4.20457 0.000
H 0.70611 -3.64576 3.79837 0.000
H 1.38861 -2.39276 4.83327 0.000
H 1.23741 -2.10606 3.10127 0.000
H -1.03849 -3.56826 5.64537 0.000
H -2.16189 -2.19796 5.71667 0.000
H -0.51789 -2.02826 6.31917 0.000
H -0.43959 0.00084 3.29577 0.000
H 0.19641 -0.13216 4.92427 0.000
H -1.55049 -0.09166 4.65717 0.000
H -3.34909 -5.95646 4.04647 0.000
H -5.07719 -6.29706 4.00797 0.000
H -4.50749 -4.77146 4.67617 0.000
H -3.30569 -6.44876 1.52267 0.000
H -4.44709 -5.62756 0.45907 0.000
H -5.03489 -6.78246 1.65117 0.000
H -5.95599 -3.44046 3.08407 0.000
H -6.60709 -4.99946 2.56117 0.000
H -5.99019 -3.85406 1.37207 0.000
H -3.03389 -0.00976 -2.25943 0.000
H -2.38119 -1.17946 -3.39743 0.000
H -1.83279 0.12664 -5.17113 0.000
H 0.08611 3.88084 -4.67623 0.000
H -1.79569 4.45574 -1.55783 0.000
H -0.63139 5.09244 -0.38673 0.000
H -1.06099 3.38744 -0.34803 0.000
H -0.27339 5.56594 -3.31983 0.000
H 1.42801 5.06024 -3.42283 0.000
H 0.85851 5.98714 -2.04053 0.000
H 1.36241 2.71604 -0.53873 0.000
H 1.83891 4.40354 -0.58813 0.000
H 2.34001 3.32224 -1.89313 0.000
H -2.71319 1.13604 -6.92263 0.000
H -2.32339 2.28074 -8.20253 0.000
H -2.87839 2.86614 -6.63193 0.000
H -0.38679 0.09674 -7.04633 0.000
H 1.03781 1.12174 -6.90423 0.000
H 0.03751 1.19734 -8.35773 0.000
H -0.84269 4.36044 -6.66533 0.000
H -0.30299 3.61364 -8.16463 0.000
H 0.77851 3.65334 -6.77513 0.000
N 4.52941 0.34024 1.07487 -0.005
C 4.80171 -0.26906 2.29067 0.000
C 6.07721 -0.71746 2.61157 -0.001
C 6.32911 -1.23296 3.87457 0.000
C 5.30721 -1.32826 4.80407 -0.001
C 4.02281 -0.92626 4.47237 0.001
C 3.76821 -0.39266 3.22207 0.000
S 2.19301 0.28534 2.79307 0.004
N 2.16551 0.03424 1.09507 0.005
C 3.29511 0.28394 0.44257 -0.008
C 3.24801 0.51874 -0.95813 -0.001
C 4.34841 0.99934 -1.71203 -0.002
C 4.23161 1.14164 -3.06763 0.000
C 3.01421 0.80824 -3.67413 -0.002
C 1.96421 0.41834 -2.86433 0.000
N 2.04271 0.28434 -1.54883 -0.004
H 5.32161 0.43664 0.45567 0.000
H 6.87761 -0.63726 1.88977 0.000
H 7.32931 -1.54676 4.13327 0.000
H 5.51631 -1.69956 5.79497 0.000
H 3.22281 -0.98036 5.19227 0.000
H 5.26421 1.29744 -1.22183 0.000
H 5.06261 1.50214 -3.65593 0.000
H 2.89261 0.86364 -4.74293 0.000
H 1.01461 0.17544 -3.31483 0.000
C -1.77559 4.77714 3.24237 0.000
Si 0.04171 4.23124 3.02547 0.003
C 0.97341 5.68274 2.19177 0.001
C 0.87301 3.87834 4.70787 0.001
C 0.08841 2.70174 1.98657 0.015
C 0.13741 1.69494 1.31297 -0.022
H -1.85229 5.69424 3.81907 0.000
H -2.36119 4.01614 3.74817 0.000
H -2.24019 4.95444 2.27667 0.000
H 1.07431 6.52064 2.87567 0.000
H 0.44461 6.04104 1.31347 0.000
H 1.97231 5.39424 1.87897 0.000
H 0.84661 4.74904 5.35697 0.000
H 1.91311 3.59444 4.57767 0.000
H 0.38011 3.06224 5.22627 0.000
```

Properties
<S²>	0.76
multiplicity	2
LUMO (alpha / beta)	-0.0403 / -0.0394	hartree
maximum force	3.546	eV Å⁻¹

Computed, not measured: a cluster of 13 separate species, C51H72N6O7 in total at a distorted geometry, with ωB97M-V with the def2-TZVPD basis set.

Structure (XYZ):
```
136
Properties=species:S:1:pos:R:3:lowdin_charge:R:1
N 3.73824 -2.56329 -4.59307 0.063
C 2.83615 -3.11967 -3.79629 -0.142
C 3.15631 -3.82411 -2.55786 -0.063
C 4.48675 -4.00336 -2.26187 -0.103
C 5.46802 -3.43775 -3.11171 -0.079
C 5.05436 -2.70683 -4.22399 -0.137
H 1.83767 -3.10252 -4.20756 0.076
H 2.42746 -4.11148 -1.81449 0.073
H 4.71531 -4.47566 -1.31789 0.096
H 6.53490 -3.53369 -2.97402 0.097
H 5.75917 -2.16266 -4.83514 0.100
N 1.09444 -2.61134 2.78687 0.069
C 1.83359 -2.14937 3.83122 -0.146
C 3.22841 -2.06578 3.93607 -0.040
C 3.91983 -2.48094 2.75539 -0.051
C 3.18988 -2.93244 1.63988 -0.065
C 1.79821 -3.01277 1.74918 -0.188
H 1.24662 -1.71611 4.62756 0.086
H 3.76706 -1.69165 4.79414 0.096
H 4.99580 -2.39214 2.78388 0.097
H 3.69715 -3.21484 0.72921 0.084
H 1.37183 -3.49687 0.88301 0.093
N -2.26088 2.27557 6.03750 0.065
C -0.98551 1.83188 5.81538 -0.153
C -0.42555 0.74717 6.49095 -0.074
C -1.21544 0.07507 7.43013 -0.067
C -2.45713 0.60898 7.76612 -0.077
C -2.93426 1.66225 7.02550 -0.165
H -0.46951 2.28074 4.97951 0.092
H 0.56553 0.44697 6.18430 0.087
H -0.93351 -0.89109 7.82187 0.106
H -3.14738 0.12442 8.44078 0.103
H -3.90398 2.08858 7.23591 0.102
N 1.90613 1.97822 -5.09794 0.059
C 1.58677 0.74937 -4.68856 -0.130
C 1.00124 -0.22661 -5.52758 -0.076
C 0.71116 0.14966 -6.80570 -0.121
C 1.01298 1.42343 -7.23950 -0.071
C 1.56199 2.34301 -6.35614 -0.123
H 1.96737 0.59232 -3.69012 0.082
H 0.76108 -1.18746 -5.09691 0.089
H 0.34619 -0.58716 -7.50590 0.113
H 0.77670 1.65079 -8.26852 0.103
H 1.81579 3.34044 -6.68344 0.100
N 1.79981 3.81575 -0.73493 0.050
C 0.94099 4.53326 0.01974 -0.202
C -0.26870 4.96890 -0.37068 -0.078
C -0.62590 4.65923 -1.71532 -0.068
C 0.19685 3.94303 -2.54482 -0.062
C 1.42861 3.45527 -2.01833 -0.105
H 1.24556 4.82325 1.01450 0.092
H -0.91707 5.54478 0.27305 0.098
H -1.60029 5.03146 -1.99535 0.104
H -0.13483 3.72109 -3.54838 0.092
H 2.21341 2.95059 -2.56221 0.070
N 4.09717 0.92699 -1.64335 0.083
C 4.46874 -0.37005 -1.45191 -0.143
C 5.39978 -0.71685 -0.50759 -0.082
C 5.88686 0.26862 0.35781 -0.062
C 5.51582 1.60763 0.16521 -0.076
C 4.65608 1.87403 -0.85701 -0.162
H 3.98292 -1.06546 -2.12032 0.081
H 5.61187 -1.77495 -0.46449 0.089
H 6.59996 0.01383 1.12785 0.098
H 5.84450 2.44106 0.76833 0.101
H 4.38532 2.87140 -1.17060 0.090
C -2.22598 -0.32476 3.64050 -0.002
C -2.78516 -1.57893 3.00093 -0.456
O -3.54340 -1.45536 2.02077 0.021
C -2.58855 -2.87511 3.68425 -0.021
H -1.18542 -0.22191 3.33266 0.084
H -2.30100 -0.38436 4.72628 0.069
H -2.80028 0.53875 3.30489 0.062
H -3.03956 -2.89275 4.67641 0.092
H -1.50730 -3.00133 3.73978 0.068
H -2.97118 -3.72800 3.12365 0.086
C -5.25276 -0.73617 -0.99336 -0.009
C -6.20193 -0.97095 -2.17574 -0.466
O -6.57507 -0.12501 -2.97172 0.042
C -6.57615 -2.41309 -2.47204 -0.024
H -5.21239 0.27936 -0.59944 0.045
H -4.24419 -1.06701 -1.24122 0.077
H -5.72009 -1.35008 -0.22342 0.082
H -7.21997 -2.82236 -1.69352 0.079
H -5.68260 -3.01965 -2.61950 0.076
H -7.22960 -2.32970 -3.34046 0.079
C -5.02965 1.68382 1.64819 -0.028
C -3.76164 2.41047 1.19494 -0.424
O -3.25865 2.33432 0.04992 0.024
C -3.08615 3.23697 2.27787 -0.032
H -5.66944 2.23593 2.33663 0.080
H -4.85871 0.70494 2.09615 0.067
H -5.73104 1.49296 0.83595 0.065
H -2.93147 4.28697 2.02953 0.080
H -2.14558 2.71406 2.45109 0.073
H -3.62893 3.29713 3.22120 0.068
C -0.58340 -4.41550 -2.43529 -0.013
C -1.81132 -3.76435 -1.70549 -0.405
O -2.85278 -3.54649 -2.36320 0.019
C -1.69489 -3.43801 -0.22881 -0.014
H 0.23374 -4.41913 -1.71392 0.041
H -0.19705 -4.13404 -3.41489 0.069
H -0.70036 -5.48046 -2.63598 0.079
H -0.85729 -2.75650 -0.08023 0.059
H -1.53549 -4.35877 0.33235 0.096
H -2.54869 -2.83497 0.08016 0.065
C 2.75013 2.17745 3.57352 -0.025
C 2.95681 2.11649 5.07257 -0.483
O 3.33155 1.08377 5.63118 0.040
C 2.58170 3.37634 5.77572 -0.030
H 2.98438 1.26300 3.02854 0.065
H 3.40843 2.89225 3.07976 0.087
H 1.76232 2.47835 3.22453 0.075
H 2.30280 3.11349 6.79612 0.086
H 1.81745 3.98619 5.29394 0.085
H 3.50159 3.93844 5.93683 0.094
C -2.34633 0.11157 -5.48813 -0.018
C -2.67671 1.45280 -4.93695 -0.496
O -2.37994 2.49915 -5.49402 0.054
C -3.58812 1.49864 -3.75095 -0.010
H -3.12350 -0.41739 -6.03977 0.100
H -1.71099 -0.45240 -4.80521 0.075
H -1.66306 0.31368 -6.31299 0.050
H -3.22337 2.40476 -3.26722 0.078
H -3.31892 0.72183 -3.03528 0.068
H -4.63885 1.50948 -4.04072 0.094
C -0.40894 -0.00368 -1.23831 -0.002
C 0.90295 -0.54385 -0.73629 -0.433
O 1.35088 -1.54170 -1.30673 0.009
C 1.55334 0.00796 0.57545 -0.004
H -1.12131 0.29874 -0.47073 0.082
H -0.87485 -0.66697 -1.96706 0.080
H -0.04805 0.93532 -1.65800 0.075
H 1.69087 1.08037 0.43718 0.063
H 2.55952 -0.40953 0.61301 0.056
H 1.01567 -0.18934 1.50286 0.065
```

Properties
LUMO	0.0120	hartree
maximum force	3.496	eV Å⁻¹

It is found that the energy above the lowest of the compared OMol25 structures with the same formula, charge and spin values, taken in the order of the records, are 50.43; 23.26 kcal/mol.
It is found that the DFT total energy values, taken in the order of the records, are -4142.9524; -2841.6125 hartree.